Entry 1:
{"formula": "C24H13F5N2O3SSn", "method": "ωB97M-V/def2-TZVPD", "e_above_lowest_ev": 1.563, "orbital_gap_ev": [4.95, 3.96], "charge": 2, "elements": ["Sn", "C", "O", "C", "C", "C", "C", "C", "C", "N", "N", "C", "C", "O", "C", "C", "C", "C", "C", "C", "C", "C", "H", "H", "H", "H", "H", "H", "H", "H", "H", "H", "H", "H", "H", "F", "C", "C", "F", "C", "F", "C", "S", "C", "F", "C", "F", "O", "C"], "xyz": [[-0.2163, 0.5564, -2.6013], [-2.9543, 2.9702, -2.3394], [-1.9609, 2.3945, -1.4834], [-1.9262, 2.8565, -0.1976], [-2.3363, 4.1292, 0.1772], [-2.3116, 4.5130, 1.5085], [-1.8988, 3.6196, 2.4907], [-1.5272, 2.3389, 2.1564], [-1.5285, 1.9390, 0.8047], [-1.1084, 0.7017, 0.4574], [-1.1291, -0.3437, 1.0404], [-1.1437, -1.6029, 0.7802], [-1.4605, -1.9434, -0.6235], [-1.5730, -1.0201, -1.4690], [-1.4843, -3.3221, -0.9218], [-1.1925, -4.2857, -0.0025], [-0.8435, -3.9780, 1.3390], [-0.5335, -4.9665, 2.2884], [-0.2048, -4.6126, 3.5826], [-0.1606, -3.2701, 3.9551], [-0.4686, -2.2820, 3.0433], [-0.8135, -2.6175, 1.7303], [-3.9027, 3.0596, -1.8035], [-3.0668, 2.2849, -3.1806], [-2.6498, 3.9494, -2.7119], [-2.6733, 4.8315, -0.5671], [-2.6186, 5.5124, 1.7745], [-1.8664, 3.9320, 3.5231], [-1.1930, 1.6372, 2.9068], [-1.7333, -3.5736, -1.9425], [-1.2041, -5.3225, -0.3039], [-0.5287, -6.0054, 1.9937], [0.0282, -5.3762, 4.3084], [0.1269, -3.0006, 4.9599], [-0.4570, -1.2426, 3.3327], [7.0829, 0.9405, -1.9274], [5.8092, 0.7595, -1.6447], [4.8641, 0.7336, -2.6763], [5.2378, 0.8797, -3.9374], [3.5274, 0.5549, -2.3596], [2.5804, 0.5376, -3.3369], [3.0954, 0.3929, -1.0465], [1.4171, 0.1376, -0.6271], [4.0531, 0.4069, -0.0284], [3.6545, 0.2429, 1.2274], [5.4015, 0.5927, -0.3172], [6.2950, 0.6111, 0.6542], [-1.2597, 0.3146, -6.5466], [-1.2454, 0.4346, -5.4391]], "mulliken_charge": [1.087, -0.986, -0.198, 0.533, -0.496, -0.663, -0.885, -0.257, 0.362, 0.338, -0.178, 0.533, 0.971, -0.732, -0.856, -0.708, 0.777, -0.822, -0.558, -0.805, -0.457, 0.470, 0.435, 0.292, 0.355, 0.444, 0.450, 0.436, 0.514, 0.476, 0.470, 0.464, 0.436, 0.455, 0.495, -0.255, 0.474, -0.079, -0.266, 0.315, -0.257, 0.399, -0.272, 0.086, -0.280, 0.234, -0.254, -0.078, 0.045]}


Entry 2:
{"formula": "C24H14Cl3N6OPt", "method": "ωB97M-V/def2-TZVPD", "orbital_gap_ev": 5.01, "charge": 1, "elements": ["Pt", "C", "C", "N", "C", "C", "N", "C", "C", "C", "C", "C", "N", "C", "C", "N", "C", "C", "N", "C", "C", "C", "N", "C", "C", "H", "H", "H", "H", "H", "H", "H", "H", "H", "H", "H", "H", "Cl", "C", "C", "C", "Cl", "C", "O", "C", "Cl", "C", "H", "H"], "xyz": [[0.7751, -1.1107, -0.8243], [-0.5205, -4.5989, 1.3548], [0.2830, -3.7546, 0.6138], [-0.0688, -2.4840, 0.3920], [-1.2469, -2.0433, 0.9583], [-2.0246, -2.9425, 1.6946], [-1.6750, -4.1901, 1.8820], [-1.6068, -0.6779, 0.6519], [-2.6168, 0.0943, 1.1971], [-2.7853, 1.4343, 0.8008], [-1.9073, 1.9421, -0.1710], [-0.9254, 1.1372, -0.7186], [-0.7921, -0.1499, -0.2985], [0.0605, 1.4897, -1.7129], [0.0959, 2.6834, -2.4439], [1.0020, 2.9287, -3.3545], [1.9150, 1.9832, -3.5937], [1.9368, 0.7908, -2.8953], [1.0294, 0.5358, -1.9460], [-3.8389, 2.2779, 1.3756], [-4.5144, 1.9133, 2.5452], [-5.5097, 2.7364, 3.0460], [-5.8390, 3.8749, 2.4751], [-5.2213, 4.2458, 1.3742], [-4.2253, 3.4861, 0.7825], [-0.2553, -5.6291, 1.5307], [1.2152, -4.0941, 0.1855], [-2.9692, -2.6360, 2.1187], [-3.2707, -0.3505, 1.9261], [-1.9764, 2.9673, -0.4942], [-0.6335, 3.4593, -2.2670], [2.6447, 2.2080, -4.3563], [2.6877, 0.0351, -3.0881], [-4.2757, 1.0080, 3.0763], [-6.0678, 2.4669, 3.9320], [-5.5431, 5.1817, 0.9426], [-3.7845, 3.8327, -0.1371], [7.9734, -1.3420, 0.4418], [6.3630, -1.5036, -0.1000], [5.3127, -0.9792, 0.6534], [4.0190, -1.1436, 0.2165], [2.7377, -0.5016, 1.1721], [3.6892, -1.8421, -0.9892], [2.5008, -2.0305, -1.4270], [4.8116, -2.3432, -1.7304], [4.4972, -3.1827, -3.1913], [6.1069, -2.1776, -1.2928], [5.5096, -0.4436, 1.5687], [6.9280, -2.5616, -1.8762]], "mulliken_charge": [0.517, -0.403, 0.002, -0.102, 0.356, -0.352, -0.536, -0.075, -0.313, 1.064, -0.483, -0.199, -0.063, 0.453, -0.177, -0.550, -0.422, 0.052, -0.228, 1.059, -0.526, -0.430, -0.567, -0.421, -0.569, 0.412, 0.454, 0.405, 0.283, 0.394, 0.399, 0.420, 0.380, 0.319, 0.385, 0.387, 0.331, -0.204, 0.436, -0.877, 0.913, -0.220, -0.267, -0.899, 0.472, -0.199, -0.703, 0.445, 0.445]}


Entry 3:
{"formula": "C24H14ClI2N3O3SbSe4V", "method": "ωB97M-V/def2-TZVPD", "e_above_lowest_ev": 3.607, "multiplicity": 3, "orbital_gap_ev": [4.83, 4.98], "charge": -2, "s2": 2.110, "elements": ["V", "Cl", "C", "C", "C", "C", "O", "C", "C", "N", "C", "C", "C", "C", "C", "C", "C", "C", "N", "C", "C", "H", "H", "H", "H", "H", "H", "H", "H", "H", "H", "Se", "Sb", "Se", "Se", "Se", "O", "C", "N", "C", "O", "C", "C", "C", "C", "C", "C", "H", "H", "H", "H", "I", "I"], "xyz": [[0.9435, -1.5924, -0.8511], [1.0260, -5.7451, 4.3504], [0.6599, -4.8314, 2.9033], [-0.0689, -5.4433, 1.8883], [-0.4184, -4.6924, 0.7821], [-0.0014, -3.3663, 0.6362], [-0.2786, -2.7397, -0.4992], [0.7956, -2.7593, 1.6522], [1.3028, -1.4382, 1.6227], [1.1742, -0.5226, 0.6580], [1.3497, 0.8147, 0.9370], [1.3344, 1.3438, 2.2204], [1.5278, 2.7154, 2.4260], [1.7127, 3.5833, 1.3818], [1.7025, 3.0955, 0.0570], [1.8826, 3.8982, -1.0880], [1.8602, 3.3253, -2.3307], [1.6576, 1.9416, -2.4393], [1.5029, 1.1724, -1.3893], [1.5176, 1.7093, -0.1615], [1.0711, -3.5286, 2.8059], [-0.3414, -6.4877, 1.9590], [-0.9875, -5.1134, -0.0361], [1.7953, -1.1420, 2.5465], [1.1490, 0.7046, 3.0712], [1.5292, 3.0859, 3.4446], [1.8697, 4.6417, 1.5581], [2.0367, 4.9635, -0.9554], [1.9962, 3.9128, -3.2291], [1.6074, 1.4425, -3.4004], [1.6401, -3.0741, 3.6063], [2.4364, -3.3649, -0.8137], [3.3366, -1.1590, -1.2437], [0.6454, -1.5626, -2.8509], [5.5843, -0.7533, -0.1029], [3.9897, -0.8958, -3.6486], [-1.6249, -0.8426, 1.5064], [-1.8443, -0.1805, 0.5033], [-1.1284, -0.1917, -0.6602], [-1.7251, 0.6441, -1.5741], [-1.3737, 0.8221, -2.7282], [-2.9043, 1.3138, -0.9174], [-3.8028, 2.2548, -1.3735], [-4.7936, 2.6789, -0.4882], [-4.8705, 2.1673, 0.8005], [-3.9567, 1.2119, 1.2472], [-2.9801, 0.8040, 0.3657], [-3.7354, 2.6424, -2.3822], [-5.5185, 3.4193, -0.8076], [-5.6511, 2.5135, 1.4684], [-4.0100, 0.8047, 2.2491], [0.0558, -1.2614, -5.0647], [-0.6777, -0.9390, -7.6117]], "mulliken_charge": [-0.542, -0.290, 0.306, -0.691, -0.830, 0.152, -0.543, 2.445, -1.251, 1.149, 0.378, -1.090, -1.019, -0.904, 0.873, -0.731, -0.956, -0.224, 0.298, 0.725, -1.696, 0.387, 0.438, 0.331, 0.471, 0.363, 0.375, 0.398, 0.391, 0.328, 0.399, -0.331, 0.957, -0.193, -0.682, -0.352, -0.712, -0.010, 0.824, -0.067, -0.618, 0.027, -0.430, -0.442, -0.479, -0.368, 0.151, 0.497, 0.369, 0.379, 0.474, 0.069, -0.502]}